The following is a DFT calculation (ωB97M-V/def2-TZVPD) of 2 unconnected molecules or ions with the total composition C12H17N in a non-equilibrium geometry.

Last column: Löwdin charge in e.
Positions of all 30 atoms, in Å:
C (0.304, -2.699, -3.424)  -0.1863
C (0.180, -1.339, -2.670)  -0.1622
H (-0.473, -3.439, -3.223)  0.0493
H (0.336, -2.715, -4.519)  0.0445
H (1.304, -3.068, -3.178)  0.0489
H (-0.662, -1.426, -1.984)  0.0469
H (1.087, -1.236, -2.091)  0.0586
H (-0.082, -0.519, -3.331)  0.0526
C (-1.536, 1.436, -0.633)  -0.2341
C (-0.526, 2.491, -1.127)  -0.1114
C (-1.154, 0.554, 0.510)  -0.2358
C (-1.980, -0.384, 1.052)  -0.1587
C (0.095, 0.571, 1.255)  -0.1420
C (-0.089, -0.346, 2.326)  -0.2579
C (1.381, 1.150, 1.145)  -0.1267
C (0.796, -0.487, 3.409)  -0.1034
C (2.329, 0.877, 2.085)  -0.2008
C (2.092, 0.130, 3.253)  -0.1772
N (-1.376, -0.848, 2.224)  0.0224
H (-2.439, 2.020, -0.428)  0.0868
H (-1.955, 0.901, -1.520)  0.0933
H (0.136, 2.164, -1.920)  0.0587
H (-3.029, -0.622, 1.008)  0.0728
H (-1.746, -1.580, 2.806)  0.1188
H (1.569, 1.881, 0.372)  0.0558
H (0.491, -1.062, 4.273)  0.0549
H (3.316, 1.322, 1.986)  0.0745
H (2.784, 0.099, 4.083)  0.0525
H (-0.003, 2.857, -0.256)  0.0465
H (-1.152, 3.317, -1.487)  0.0589

* LUMO level (alpha / beta): 0.132 / 0.128 Eh
* ΔE to the lowest compared entry with this formula, charge and spin: 83.66 kJ/mol
* total charge: -1
* multiplicity: 2
* expectation value of S²: 0.77

=====

The following is a DFT calculation (ωB97M-V/def2-TZVPD) of 2 unconnected molecules or ions with the total composition C12H17N in a non-equilibrium geometry.

Last column: Löwdin charge in e.
Positions of all 30 atoms, in Å:
C (-2.600, -0.533, 2.675)  -0.1415
C (-2.004, 0.507, 1.867)  -0.2822
C (-1.444, -0.092, 0.616)  -0.1813
C (-2.078, -0.331, -0.625)  -0.0156
N (-1.357, -1.340, -1.289)  0.0775
C (-0.195, -1.556, -0.574)  -0.2382
C (0.974, -2.245, -0.803)  -0.0777
C (2.014, -2.155, -0.031)  -0.1167
C (2.003, -1.400, 1.185)  -0.0877
C (0.871, -0.731, 1.503)  -0.0437
C (-0.210, -0.886, 0.626)  -0.1556
H (-1.841, -1.450, 2.678)  0.1248
H (-3.664, -0.745, 2.390)  0.0924
H (-2.713, -0.419, 3.770)  0.0692
H (-2.774, 1.293, 1.625)  0.1202
H (-1.225, 1.218, 2.322)  0.1311
H (-2.900, 0.079, -1.200)  0.1118
H (-1.455, -1.865, -2.136)  0.1455
H (1.045, -2.960, -1.623)  0.1190
H (3.023, -2.618, -0.206)  0.1229
H (2.790, -1.307, 1.958)  0.1096
H (0.877, -0.159, 2.407)  0.1060
C (1.443, 1.846, -2.480)  -0.1957
C (1.722, 3.100, -1.860)  -0.2150
H (0.610, 1.183, -2.039)  0.0831
H (1.243, 1.921, -3.556)  0.0610
H (2.404, 1.164, -2.488)  0.1035
H (1.718, 3.862, -2.511)  0.0263
H (2.575, 3.264, -1.308)  0.0367
H (1.150, 3.354, -0.893)  0.1101

* LUMO level: 0.034 Eh
* ΔE to the lowest compared entry with this formula, charge and spin: 288.70 kJ/mol
* SMILES: CCc1c[nH]c2ccccc12.CC

=====

The following is a DFT calculation (ωB97M-V/def2-TZVPD) of 2 unconnected molecules or ions with the total composition C12H17N in a non-equilibrium geometry.

Last column: Löwdin charge in e.
Positions of all 30 atoms, in Å:
C (0.969, -3.643, 1.566)  -0.0533
C (-0.051, -2.833, 0.826)  -0.2261
C (-1.390, -3.007, 0.953)  -0.0598
N (-2.052, -2.249, 0.006)  0.0726
C (-1.141, -1.643, -0.797)  -0.2293
C (-1.310, -0.738, -1.839)  -0.0279
C (-0.180, -0.210, -2.425)  -0.1074
C (1.100, -0.536, -1.965)  -0.1082
C (1.271, -1.408, -0.909)  -0.0272
C (0.142, -1.981, -0.320)  -0.1353
H (0.687, -4.684, 1.747)  0.0765
H (1.177, -3.208, 2.548)  0.0735
H (1.965, -3.638, 1.105)  0.0726
H (-1.954, -3.597, 1.657)  0.1227
H (-3.054, -2.218, -0.076)  0.1528
H (-2.304, -0.355, -2.018)  0.1058
H (-0.295, 0.458, -3.264)  0.0966
H (1.946, -0.211, -2.554)  0.0965
H (2.268, -1.654, -0.571)  0.1063
C (0.028, 4.472, -0.152)  -0.1261
C (0.692, 3.162, 0.302)  -0.3186
C (0.021, 2.475, 1.476)  -0.1310
H (-0.985, 4.538, 0.249)  0.0606
H (0.494, 5.327, 0.364)  0.0663
H (0.031, 4.711, -1.214)  0.0627
H (0.724, 2.481, -0.553)  0.0879
H (1.701, 3.451, 0.597)  0.0923
H (-0.945, 2.103, 1.120)  0.0690
H (0.572, 1.573, 1.754)  0.0644
H (-0.124, 3.060, 2.387)  0.0710

* LUMO level: 0.033 Eh
* ΔE to the lowest compared entry with this formula, charge and spin: 48.49 kJ/mol
* SMILES: Cc1c[nH]c2ccccc12.CCC

=====

The following is a DFT calculation (ωB97M-V/def2-TZVPD) of 2 unconnected molecules or ions with the total composition C12H17N in a non-equilibrium geometry.

Last column: Löwdin charge in e.
Positions of all 30 atoms, in Å:
C (1.195, -2.147, -2.275)  -0.0442
C (1.170, -0.867, -1.508)  -0.2456
C (1.172, 0.376, -2.095)  -0.0632
N (1.501, 1.348, -1.153)  0.0699
C (1.660, 0.731, 0.081)  -0.2241
C (2.067, 1.202, 1.322)  -0.0371
C (2.099, 0.366, 2.426)  -0.0868
C (1.867, -1.002, 2.175)  -0.1137
C (1.423, -1.529, 0.975)  -0.0137
C (1.497, -0.640, -0.128)  -0.1520
H (0.966, -2.078, -3.328)  0.0757
H (0.552, -2.829, -1.694)  0.0777
H (2.193, -2.544, -2.086)  0.0832
H (0.763, 0.758, -3.012)  0.1174
H (1.702, 2.330, -1.285)  0.1499
H (2.358, 2.246, 1.429)  0.1066
H (2.380, 0.702, 3.409)  0.0958
H (1.871, -1.654, 3.047)  0.0940
H (1.185, -2.577, 0.882)  0.1049
C (-2.677, 0.162, -0.890)  -0.1249
C (-2.895, 0.277, 0.612)  -0.3247
C (-2.622, 1.670, 1.169)  -0.1225
H (-1.640, 0.402, -1.162)  0.0521
H (-2.594, -0.928, -1.038)  0.0699
H (-3.389, 0.595, -1.580)  0.0680
H (-2.373, -0.535, 1.117)  0.0969
H (-3.956, 0.045, 0.775)  0.0961
H (-1.583, 1.952, 0.936)  0.0616
H (-2.733, 1.722, 2.249)  0.0647
H (-3.160, 2.447, 0.630)  0.0683

* LUMO level: 0.034 Eh
* ΔE to the lowest compared entry with this formula, charge and spin: 91.83 kJ/mol
* SMILES: Cc1c[nH]c2ccccc12.CCC

=====

The following is a DFT calculation (ωB97M-V/def2-TZVPD) of 2 unconnected molecules or ions with the total composition C12H17N in a non-equilibrium geometry.

Last column: Löwdin charge in e.
Positions of all 30 atoms, in Å:
C (1.706, -0.395, -2.775)  -0.1027
C (1.778, -0.125, -1.364)  -0.2795
C (2.924, 0.600, -1.047)  -0.0446
N (3.184, 0.516, 0.344)  0.0653
C (2.076, -0.166, 0.886)  -0.1777
C (1.811, -0.202, 2.267)  -0.0047
C (0.730, -1.111, 2.512)  -0.1151
C (0.017, -1.830, 1.527)  -0.1063
C (0.311, -1.645, 0.142)  -0.0598
C (1.241, -0.735, -0.204)  -0.1419
H (2.574, -0.847, -3.196)  0.0578
H (1.353, 0.458, -3.388)  0.0788
H (0.789, -1.150, -3.124)  0.1346
H (3.503, 1.063, -1.862)  0.1303
H (4.135, 0.601, 0.717)  0.1544
H (2.331, 0.297, 3.007)  0.0755
H (0.332, -1.288, 3.554)  0.1049
H (-0.756, -2.567, 1.967)  0.1237
H (-0.240, -2.235, -0.552)  0.1024
C (-1.775, 1.845, 0.610)  -0.0861
C (-2.280, 0.582, -0.264)  -0.2567
C (-3.901, 0.464, -0.329)  -0.1188
H (-1.376, 2.539, -0.185)  0.0826
H (-2.563, 2.068, 1.225)  0.0145
H (-1.001, 1.669, 1.379)  0.0574
H (-2.111, -0.272, 0.338)  0.0328
H (-1.872, 0.553, -1.309)  0.0986
H (-4.372, 1.421, -0.274)  0.0288
H (-4.250, -0.107, 0.643)  0.0992
H (-4.298, -0.001, -1.243)  0.0522

* LUMO level: 0.033 Eh
* ΔE to the lowest compared entry with this formula, charge and spin: 302.11 kJ/mol
* SMILES: Cc1c[nH]c2ccccc12.CCC

=====

The following is a DFT calculation (ωB97M-V/def2-TZVPD) of 2 unconnected molecules or ions with the total composition C12H17N in a non-equilibrium geometry.

Last column: Löwdin charge in e.
Positions of all 30 atoms, in Å:
C (2.189, 2.703, 0.113)  -0.1337
C (2.167, 2.377, 1.621)  -0.1560
H (3.119, 2.268, -0.259)  0.0694
H (1.370, 2.216, -0.412)  0.0317
H (2.237, 3.769, -0.081)  0.0696
H (3.157, 2.202, 2.027)  0.0694
H (1.491, 1.568, 1.871)  0.0129
H (1.710, 3.184, 2.211)  0.0702
C (-1.472, 0.911, -1.624)  -0.1476
C (-1.504, 0.205, -3.016)  -0.0441
C (-0.812, 0.234, -0.456)  -0.0824
C (-0.746, 0.928, 0.773)  0.0193
C (-0.474, -1.123, -0.192)  -0.0707
C (-0.246, -1.194, 1.247)  -0.1524
C (-0.411, -2.309, -0.932)  0.0378
C (-0.280, -2.385, 1.896)  0.0259
C (-0.196, -3.500, -0.246)  -0.0421
C (-0.120, -3.561, 1.136)  -0.0056
N (-0.310, 0.119, 1.758)  0.1256
H (-0.969, 1.881, -1.657)  0.1222
H (-2.530, 0.995, -1.365)  0.1340
H (-1.481, -0.863, -2.841)  0.0427
H (-0.902, 1.966, 1.028)  0.1631
H (-0.681, 0.279, 2.690)  0.1863
H (-0.572, -2.344, -1.994)  0.1103
H (-0.270, -2.504, 2.973)  0.1305
H (-0.039, -4.390, -0.842)  0.1216
H (-0.195, -4.513, 1.643)  0.1261
H (-0.718, 0.513, -3.690)  0.0843
H (-2.512, 0.369, -3.384)  0.0818

* LUMO level (alpha / beta): -0.142 / -0.253 Eh
* ΔE to the lowest compared entry with this formula, charge and spin: 94.33 kJ/mol
* total charge: +1
* multiplicity: 2
* expectation value of S²: 0.78

=====

- Number 5 is which compound?
  C12H17N